# 1
85
Properties=species:S:1:pos:R:3:lowdin_charge:R:1 method="wB97M-V/def2-TZVPD" charge=-1 e_tot_ha=-12370.9677 e_lumo_ha=0.0567 e_homo_ev=-4.8927 gap_ev=6.43 spin_multiplicity=1
C 5.8448 1.1678 2.6771 -0.14
C 6.3362 0.8286 1.1791 -0.26
C 4.9903 0.6759 0.2846 -0.22
C 4.5394 2.0479 -0.4190 -0.20
C 4.5943 1.9741 -2.0429 -0.22
C 3.1581 1.6137 -2.6597 -0.21
C 2.8015 0.0286 -2.5529 -0.15
C 1.6796 -0.0930 -1.3883 -0.19
N 0.9482 -1.3767 -1.3903 -0.15
C 1.8189 -2.5622 -1.2450 -0.18
C 2.7253 -2.6058 0.0831 -0.05
C 2.2216 -3.6298 1.2191 -0.39
O 2.6941 -3.5152 2.3757 0.05
O 1.2419 -4.6424 1.0324 -0.08
C -0.2429 -1.3983 -0.5081 -0.23
C -1.4703 -0.6471 -1.2427 -0.15
C -1.7118 0.8529 -0.7570 -0.17
C -2.6795 0.9648 0.5295 -0.19
O -3.1812 2.3411 0.5466 -0.28
C -2.1929 3.2494 1.0874 -0.16
C -0.0037 -0.9385 0.9981 -0.52
O -0.2529 -1.8001 1.9277 -0.09
O 0.4041 0.3089 1.4103 -0.17
H 5.2263 0.2649 3.0254 0.08
H 5.1362 2.0606 2.6408 0.08
H 6.7157 1.3142 3.3943 0.06
H 6.8218 -0.2098 1.1797 0.10
H 7.0588 1.6082 0.7540 0.10
H 4.1616 0.3961 1.0353 0.10
H 5.1208 -0.1471 -0.5041 0.10
H 5.2114 2.8789 -0.0044 0.10
H 3.4568 2.3063 -0.1601 0.11
H 4.9860 3.0091 -2.3735 0.10
H 5.3859 1.2240 -2.3959 0.10
H 2.3960 2.2679 -2.1064 0.10
H 3.1421 1.9780 -3.7528 0.10
H 2.3104 -0.2351 -3.5514 0.11
H 3.7497 -0.5565 -2.3279 0.09
H 0.9383 0.7609 -1.6043 0.12
H 2.1852 0.1760 -0.3991 0.10
H 1.1778 -3.5203 -1.2837 0.10
H 2.5397 -2.6615 -2.1411 0.12
H 2.9027 -1.5914 0.5738 0.11
H 3.7629 -2.9979 -0.2286 0.12
H 0.3925 -4.1901 0.7843 0.07
H -0.5680 -2.5042 -0.4528 0.09
H -1.3985 -0.7738 -2.3830 0.10
H -2.4144 -1.2413 -0.9407 0.07
H -2.2680 1.3977 -1.6049 0.12
H -0.7744 1.4434 -0.5076 0.09
H -3.5415 0.2064 0.4936 0.13
H -2.1065 0.8411 1.5207 0.12
H -2.1741 4.2248 0.4716 0.07
H -2.4045 3.5448 2.1838 0.03
H -1.1225 2.8503 1.0788 0.10
C -2.7031 -4.0448 -3.1073 -1.99
Cl -2.6965 -3.9251 -1.3369 0.54
Cl -3.4646 -5.5746 -3.5964 0.52
Cl -3.6170 -2.6836 -3.7894 0.49
Cl -1.0320 -3.9951 -3.7092 0.52
C -1.9511 7.2702 2.3974 -2.02
Cl -0.7912 6.2336 3.2534 0.53
Cl -1.7194 8.9596 2.8997 0.50
Cl -1.6877 7.1331 0.6463 0.52
Cl -3.6055 6.7571 2.7900 0.49
C -4.0338 0.0091 -6.7977 -2.02
Cl -5.2320 -0.0574 -5.4878 0.51
Cl -3.3439 1.6434 -6.8857 0.52
Cl -2.7404 -1.1633 -6.4761 0.49
Cl -4.8213 -0.3852 -8.3411 0.51
C -6.1253 3.6999 3.6429 -1.99
Cl -6.2623 5.0045 2.4440 0.50
Cl -7.4879 2.5755 3.4460 0.50
Cl -4.5940 2.8345 3.4026 0.54
Cl -6.1632 4.3937 5.2789 0.52
C -4.6882 -0.8125 5.4822 -2.01
Cl -4.6799 -0.7434 7.2591 0.50
Cl -5.4751 -2.3158 4.9523 0.51
Cl -5.5817 0.5822 4.8389 0.45
Cl -3.0194 -0.7743 4.8790 0.55
C -0.5497 -7.5174 0.0718 -1.99
Cl -0.7105 -6.2625 -1.1731 0.49
Cl -1.8917 -8.6734 -0.0842 0.50
Cl 0.9945 -8.3715 -0.1366 0.52
Cl -0.5955 -6.7654 1.6786 0.58


# 2
65
Properties=species:S:1:pos:R:3:lowdin_spin:R:1 method="wB97M-V/def2-TZVPD" charge=0 e_tot_ha=-2599.6321 de_lowest_kcal_mol=3.0 e_lumo_ha="-0.0349 / -0.1051" e_homo_ev="-5.0158 / -8.7247" gap_ev="4.06 / 5.86" spin_multiplicity=5
Ir -0.0150 0.9275 0.0568 1.62
O 0.1130 5.1254 0.3476 0.34
C -0.1538 3.9336 0.2218 0.17
N 0.5440 2.8653 0.6294 0.54
C 1.9500 2.9156 0.8146 0.06
C 2.6745 2.1760 -0.2575 0.04
C 4.0026 2.3278 -0.5908 0.00
C 4.4132 1.6594 -1.7558 0.02
C 3.5331 1.0270 -2.5524 0.00
C 2.2343 0.8048 -2.0958 0.02
N 1.7809 1.3595 -0.9580 0.03
C -1.4674 3.4876 -0.4162 0.20
C -2.4635 4.4524 -0.6888 0.04
C -3.5998 4.0421 -1.3573 0.12
C -3.7904 2.7091 -1.6275 0.12
C -2.7901 1.7947 -1.3164 0.06
N -1.6757 2.1398 -0.6567 0.37
H 2.1181 2.4252 1.8285 0.02
H 2.2307 4.0142 0.6770 0.00
H 4.7284 2.9587 0.0802 0.00
H 5.4629 1.6370 -2.0625 0.00
H 3.8598 0.7591 -3.5625 0.00
H 1.4509 0.3714 -2.7092 0.00
H -2.1999 5.4643 -0.3970 0.00
H -4.2661 4.7991 -1.7833 0.01
H -4.6766 2.2874 -2.0524 0.01
H -2.7989 0.7495 -1.6185 0.00
C 0.7073 -1.9013 -2.1233 0.00
Si 0.1060 -1.3657 -0.4451 0.04
C -1.5299 -2.5155 -0.4697 0.00
C -1.3170 -4.0954 -0.3843 0.00
C -2.1972 -2.2068 -1.8382 0.00
C -2.6472 -2.2453 0.6045 0.00
C 1.3623 -2.1247 0.9149 0.03
C 2.5569 -1.0906 1.0793 0.02
C 0.7629 -2.3722 2.3665 0.00
C 2.0795 -3.3590 0.2695 0.01
H 0.3231 -2.8937 -2.4436 0.00
H 1.7817 -1.8424 -2.0590 0.00
H 0.3478 -1.0840 -2.8337 0.00
H -0.5982 -4.4618 -1.1845 0.00
H -2.3177 -4.5589 -0.5221 0.00
H -0.8793 -4.4569 0.5297 0.00
H -1.7614 -2.6924 -2.7192 0.00
H -2.1576 -1.1238 -2.1579 0.00
H -3.2778 -2.4764 -1.7534 0.00
H -2.3297 -2.3846 1.6897 0.00
H -3.3853 -3.0397 0.4182 0.00
H -3.0923 -1.2406 0.4574 0.00
H 2.2905 -0.2425 1.6776 0.01
H 2.9257 -0.6559 0.1362 0.00
H 3.4431 -1.5818 1.5556 0.00
H 0.5212 -1.4143 2.8742 0.00
H 1.4969 -2.9245 3.0091 0.00
H -0.1237 -3.0112 2.3497 0.00
H 2.8663 -3.0585 -0.4645 0.00
H 1.4123 -4.0496 -0.2672 0.00
H 2.5147 -3.8948 1.1536 0.00
Cl -2.9666 2.5017 3.9092 0.00
C -1.8863 0.9823 3.9497 0.00
Cl -2.8743 -0.5017 4.0170 0.00
C -0.8592 1.0076 2.8396 0.01
O 0.2553 1.3833 3.1306 0.02
O -1.3929 0.7373 1.6405 0.08
H -1.3591 1.0405 4.8964 0.00


| no. | maximum force (eV/A) |
| --- | --- |
| 1 | 5.4 |
| 2 | 6.3 |